Record 1
58
Properties=species:S:1:pos:R:3:mulliken_spin:R:1 method="wB97M-V/def2-TZVPD" charge=-1 homo_ha="0.0025 / -0.2231" spin_multiplicity=2
C -1.63956 0.75819 -2.20528 0.04
N -0.76386 0.68426 -0.99970 0.02
C -1.52008 0.97485 0.26929 0.03
C -0.85358 0.59734 1.63283 0.30
S -1.45439 -0.94692 2.46683 0.12
C -2.25829 2.32246 0.48861 -0.01
C -1.21026 -0.21656 -3.35916 0.07
N -2.26736 -1.12365 -3.61775 0.02
H -2.64525 0.65998 -1.96703 0.01
H -1.45895 1.95002 -2.69106 -0.01
H 0.00474 1.39020 -1.08209 -0.04
H -2.33315 0.24344 0.12941 0.09
H -1.10151 1.40004 2.33192 -0.04
H 0.27468 0.67435 1.68088 0.11
H -0.44078 -1.52290 3.18717 0.03
H -1.59462 3.08987 0.83431 -0.01
H -2.92290 1.99646 1.47563 -0.01
H -2.95312 2.74004 -0.13278 0.00
H -1.33668 0.40622 -4.34938 0.01
H -0.23745 -0.60547 -3.21953 -0.04
H -3.10920 -0.90478 -3.09252 0.04
H -2.02978 -2.05872 -3.12966 -0.01
H 0.50890 3.15184 -1.33521 -0.01
H 2.00268 3.24304 -1.77162 0.00
O 1.39714 3.63436 -1.12865 0.00
H -1.17660 -4.50944 1.48319 0.18
H -0.90935 -3.64087 0.13050 0.21
O -0.91901 -3.57883 1.20916 -0.57
H -5.01756 -0.07327 -2.68745 0.02
H -4.37807 -0.33887 -1.37596 0.02
O -5.13359 -0.47050 -1.81881 -0.04
H 3.20973 0.60996 -0.39594 0.00
H 2.02882 -0.24974 -1.21708 0.02
O 2.69560 0.44076 -1.23144 0.00
H -2.30533 -2.35349 0.22132 -0.01
H -3.57152 -2.93622 -0.52703 0.30
O -2.77444 -2.30906 -0.66512 -0.43
H 0.96516 -2.82060 1.77917 0.18
H 1.98213 -3.19470 2.78560 -0.03
O 1.88042 -2.70825 2.05172 0.03
H 5.12415 1.68963 0.98971 -0.01
H 4.87407 0.29842 1.80905 0.00
O 4.75610 1.19856 1.67613 0.02
H -0.01916 -2.04278 -1.26313 0.04
H -1.43538 -2.45282 -1.36812 0.27
O -0.48839 -2.77307 -1.69026 0.00
H 4.30735 -2.03632 -0.38551 -0.01
H 3.64947 -2.22948 1.12301 0.02
O 4.38822 -1.79017 0.53194 0.04
H 3.08557 0.90238 3.14787 0.01
H 3.98072 2.20806 3.19723 0.00
O 3.20542 1.80114 3.57110 0.01
H 1.68131 1.68584 -4.45344 0.00
H 1.80242 3.30268 -4.44735 0.00
O 1.75386 2.47316 -3.82327 -0.01
H 0.42797 1.74941 3.90183 0.00
H 1.30876 2.99529 3.81727 0.00
O 0.38080 2.73091 3.66276 0.00

=====

Record 2
57
Properties=species:S:1:pos:R:3:mulliken_charge:R:1 method="wB97M-V/def2-TZVPD" relative_energy_ev=17.7683 homo_ha=-0.3375 spin_multiplicity=1
C 3.44280 -4.54475 -7.04654 -1.84
C 2.52530 -4.26888 -5.79072 -0.11
C 1.70541 -2.89956 -5.88562 -0.77
C 0.80335 -2.83789 -4.77359 -0.58
C 1.53559 -2.84631 -3.32189 -0.49
C 2.40436 -1.92903 -3.04674 0.07
C 2.92639 -2.10713 -1.57357 -1.01
C 1.87246 -1.56985 -0.61745 0.10
C 1.25587 -0.21150 -0.67767 -1.49
C 0.25079 0.02049 0.60572 -1.92
C 0.77905 0.15239 1.74940 0.59
C -0.04735 0.46953 2.88349 -1.22
C -0.54623 1.87214 3.07683 -0.25
C -1.70728 2.05745 4.17670 -0.61
C -2.19594 3.53444 4.10768 -1.85
C -3.15533 3.54453 5.37885 -0.65
C -3.70448 5.03047 5.51028 -0.95
C -4.93190 5.10597 4.41384 -0.62
O -6.10460 4.43906 4.65012 -0.53
H -6.36585 4.34649 5.56244 0.31
H -4.56080 5.00278 3.30807 0.24
H -5.41392 6.06469 4.28609 0.44
H -3.15085 5.80755 5.06256 0.34
H -4.25547 5.13807 6.35329 0.52
H -2.56775 3.80638 6.08300 0.38
H -3.99863 3.00058 5.44273 0.58
H -2.73289 3.48217 3.35927 0.73
H -1.62230 4.28132 4.01236 1.01
H -2.37654 1.15210 4.25891 0.34
H -1.02890 1.93732 5.18425 0.28
H -1.40337 1.94426 2.00744 0.05
H 0.13813 2.65123 2.88405 0.38
H 0.41918 0.35086 4.00286 0.30
H -0.72068 -0.36499 3.10224 0.40
H 1.53880 -0.77686 2.15660 -0.07
H 1.43777 1.01646 1.76970 0.04
H -0.42901 -0.66331 0.56702 0.79
H -0.46344 0.69544 0.39974 0.96
H 0.63779 -0.15849 -1.56937 0.41
H 1.91435 0.36359 -0.69410 0.89
H 2.26624 -1.91087 0.57274 -0.05
H 0.92582 -2.66732 -0.68634 0.13
H 3.71657 -1.23473 -1.56965 0.24
H 3.43873 -2.95339 -1.42070 0.65
H 3.22627 -1.91140 -3.88564 0.24
H 1.85526 -0.78978 -3.11708 0.02
H 1.84227 -3.93303 -3.09108 0.25
H 0.52866 -2.87090 -2.51707 0.04
H 0.24095 -1.81148 -5.02530 0.23
H 0.03124 -3.77519 -5.06198 0.31
H 1.29160 -2.87281 -6.92224 0.43
H 2.52942 -2.13898 -5.90293 0.31
H 1.77879 -4.98015 -5.83012 0.36
H 3.17100 -4.47944 -4.86209 0.20
H 2.87893 -4.51258 -7.87147 0.46
H 4.04782 -3.83049 -7.09219 0.62
H 4.12654 -5.41670 -7.07513 0.35

=====

Record 3
8
Properties=species:S:1:pos:R:3:mulliken_charge:R:1 method="wB97M-V/def2-TZVPD" relative_energy_ev=1.4085 homo_ha=-0.3199 spin_multiplicity=1
C 1.20713 -0.64342 0.43114 -0.44
O -0.55027 1.41687 0.41937 -0.48
P -0.68751 -0.01813 0.11838 0.53
P -2.63974 -0.38801 -0.66565 -0.13
Cl 1.89053 0.24280 -0.95768 -0.13
H 1.72418 -0.04117 1.28852 0.25
H 1.65994 -1.59611 0.32796 0.33
H -2.60426 1.02717 -0.96204 0.08

=====

Record 4
10
Properties=species:S:1:pos:R:3:mulliken_charge:R:1 method="wB97M-V/def2-TZVPD" relative_energy_ev=5.1310 homo_ha=-0.3115 spin_multiplicity=1
C -0.22091 -0.76818 -0.50983 -0.92
S -1.30272 0.26982 -1.36939 -0.04
H 0.61147 -0.16558 -0.06309 0.28
H -0.67618 -1.38602 0.24866 0.46
H 0.32607 -1.40150 -1.23924 0.38
H -0.87136 1.81779 -0.26219 -0.01
S 1.77339 -2.10143 0.84509 -0.30
S -0.69315 2.82393 0.64647 -0.13
H 2.51130 -2.74970 1.77295 0.13
H -1.45791 3.66087 -0.06942 0.16